[1]
One molecule with the formula C6H14N2 in a non-equilibrium geometry. Source: the Open Molecules 2025 dataset; level of theory: ωB97M-V/def2-TZVPD.

Each atom is followed by the atoms it is bonded to, with distances in Å.
Element x y z (Å)
1 H 0.18013 -2.90666 -0.30267  C10 1.095
2 H 2.34255 -1.54988 -0.41400  C21 1.096
3 C 0.31173 -0.73860 -0.33088  H5 1.097, C9 1.551, C10 1.531, C21 1.596
4 C -1.73026 0.77951 -0.62757  C9 1.541, H11 1.094, H14 1.096, H19 1.096
5 H 0.35289 -0.74327 -1.42712  C3 1.097
6 H 0.53987 1.59738 -2.00981  N13 1.025
7 H 0.85797 2.28280 0.80708  C22 1.103
8 H 2.45803 0.12477 -0.07584  C21 1.093
9 C -0.42108 0.54111 0.14885  C3 1.551, C4 1.541, N17 1.473, C22 1.546
10 C -0.34906 -2.04465 0.11728  H1 1.095, C3 1.531, H15 1.096, H20 1.094
11 H -1.86868 0.04862 -1.43024  C4 1.094
12 H 1.89441 -0.97759 1.20563  C21 1.094
13 N 0.95153 2.14612 -1.24882  H6 1.025, C22 1.297
14 H -2.61529 0.69801 0.01402  C4 1.096
15 H -0.32024 -2.15497 1.20701  C10 1.096
16 H 0.12001 0.39239 2.13934  N17 1.018
17 N -0.73019 0.49274 1.58812  C9 1.473, H16 1.018, H18 1.019
18 H -1.18611 1.35484 1.88336  N17 1.019
19 H -1.77091 1.77455 -1.08467  C4 1.096
20 H -1.39312 -2.09747 -0.20481  C10 1.094
21 C 1.83769 -0.74904 0.13750  H2 1.096, C3 1.596, H8 1.093, H12 1.094
22 C 0.53813 1.72930 -0.09177  H7 1.103, C9 1.546, N13 1.297

Output
HOMO-LUMO gap = 10.16 eV
highest occupied orbital energy = -9.2 eV
net charge = 0
ΔE to the lowest compared entry with this formula, charge and spin = 79.6 kJ/mol
SMILES = [H]/N=C\[C@](C)(N)C(C)C
LUMO energy = 0.95 eV
2S+1 = 1
electronic energy = -9428.6596 eV

[2]
One molecule with the formula C6H14N2 in a non-equilibrium geometry. Source: the Open Molecules 2025 dataset; level of theory: ωB97M-V/def2-TZVPD.

Each atom is followed by the atoms it is bonded to, with distances in Å.
Element x y z (Å)
1 H -2.38480 1.12319 -2.09099  N21 1.013
2 C 2.27596 1.96411 1.80447  H4 1.088, H11 1.082, C18 1.322
3 N -0.64173 0.00831 -0.65411  C5 1.472, H13 1.016, C16 1.435
4 H 2.89663 1.32739 2.43177  C2 1.088
5 C 0.07868 -0.58032 0.48718  N3 1.472, C10 1.529, C15 1.526, H17 1.088
6 H 1.94022 -0.12497 -0.50649  C15 1.098
7 H 2.11566 -0.57343 1.14105  C15 1.088
8 H -0.81086 -2.58394 0.22066  C10 1.087
9 H 0.26848 -2.43420 1.52388  C10 1.095
10 C 0.13021 -2.10890 0.48739  C5 1.529, H8 1.087, H9 1.095, H14 1.088
11 H 2.31691 3.02252 2.02730  C2 1.082
12 H -2.62396 -0.29615 -0.09662  C16 1.102
13 H -0.09084 -0.09250 -1.50148  N3 1.016
14 H 1.02240 -2.47359 -0.01802  C10 1.088
15 C 1.48313 0.01704 0.48161  C5 1.526, H6 1.098, H7 1.088, C18 1.501
16 C -1.95369 -0.49154 -0.94976  N3 1.435, H12 1.102, H20 1.095, N21 1.451
17 H -0.44769 -0.22856 1.37156  C5 1.088
18 C 1.51849 1.47470 0.83718  C2 1.322, C15 1.501, H22 1.083
19 H -3.28218 -0.20066 -2.49700  N21 1.011
20 H -2.02192 -1.57538 -1.09084  C16 1.095
21 N -2.36904 0.11597 -2.19982  H1 1.013, C16 1.451, H19 1.011
22 H 0.86085 2.11924 0.26771  C18 1.083

Output
HOMO-LUMO gap = 9.91 eV
highest occupied orbital energy = -8.8 eV
net charge = 0
ΔE to the lowest compared entry with this formula, charge and spin = 105.5 kJ/mol
SMILES = C=CC[C@H](C)NCN
LUMO energy = 1.11 eV
2S+1 = 1
electronic energy = -9428.3911 eV

[3]
One molecule with the formula C6H14N2 in a non-equilibrium geometry. Source: the Open Molecules 2025 dataset; level of theory: ωB97M-V/def2-TZVPD.

Each atom is followed by the atoms it is bonded to, with distances in Å.
Element x y z (Å)
1 H -2.46828 0.71293 -0.05872  C21 1.071
2 H -0.70453 1.40789 -1.28522  C16 1.028
3 H -2.88612 -0.92037 0.56296  C21 1.053
4 N 0.60667 0.16477 -2.06322  H12 1.027, C16 1.446, H19 1.000
5 C 0.61133 -2.06120 1.91321  H10 1.122, N15 1.454, H17 1.132, H22 1.052
6 C 1.17987 2.33069 -1.32707  H9 1.103, H11 1.119, H13 1.142, C16 1.457
7 H -1.34276 -2.16593 1.03440  N15 0.953
8 H 0.18168 1.37252 1.09224  C14 1.062
9 H 2.05413 2.03124 -0.72403  C6 1.103
10 H 0.85237 -3.07336 1.49366  C5 1.122
11 H 1.49472 2.55436 -2.37782  C6 1.119
12 H 0.25399 -0.77718 -1.85396  N4 1.027
13 H 0.93101 3.37333 -0.93401  C6 1.142
14 C 0.29269 0.55182 0.42708  H8 1.062, C16 1.665, C18 1.450, H20 1.156
15 N -0.52848 -1.67564 1.09631  C5 1.454, H7 0.953, C18 1.429
16 C 0.28674 1.20084 -1.10640  H2 1.028, N4 1.446, C6 1.457, C14 1.665
17 H 1.46358 -1.32780 1.77923  C5 1.132
18 C -0.81680 -0.31258 0.78015  C14 1.450, N15 1.429, C21 1.382
19 H 1.54502 0.06729 -2.39387  N4 1.000
20 H 1.29845 0.02962 0.65318  C14 1.156
21 C -2.15280 -0.17268 0.45491  H1 1.071, H3 1.053, C18 1.382
22 H 0.37316 -1.92976 2.92907  C5 1.052

Output
HOMO-LUMO gap = 8.57 eV
highest occupied orbital energy = -7.6 eV
net charge = 0
ΔE to the lowest compared entry with this formula, charge and spin = 250.3 kJ/mol
SMILES = C=C(C[C@@H](C)N)NC
LUMO energy = 1.01 eV
2S+1 = 1
electronic energy = -9426.8907 eV